Molecular formula: C3H7PS3
Method: DFT, ωB97M-V/def2-TZVPD

Computed properties:
**HOMO (spin up / spin down)**: -0.32460 / -0.32456 Eh
**Energy relative to the best compared isomer or geometry (same formula, charge and spin)**: 4.525 eV
**LUMO level (spin up / spin down)**: -0.108 / -0.108 Eh
**Kohn-Sham gap (spin up / spin down)**: 5.89 / 5.89 eV

Each line ends with the Mulliken charge.
Element x y z (Å)
C1 1.358012 -0.230099 -1.558313  -0.610
C2 0.865510 -0.363348 0.661293  -0.399
C3 0.359384 0.316973 -0.622902  -0.083
P1 -2.664172 -0.109447 1.539064  0.033
S1 2.128239 -1.220591 -0.220506  -0.184
S2 0.444344 2.178101 -0.426916  -0.107
S3 -1.871711 1.772633 1.415180  -0.114
H1 0.801517 -0.838791 -2.241935  0.264
H2 2.153719 0.392293 -2.128609  0.280
H3 1.044554 0.513937 1.291210  0.454
H4 0.129176 -1.019671 0.995059  0.081
H5 -0.658785 0.147630 -0.967463  0.218
H6 -2.448479 -0.487471 0.166512  0.075
H7 -1.641308 -1.052147 2.098326  0.092

Atoms 1-2, force components in eV/Å:
C 2.577 -0.247 -1.840
C -1.086 2.038 -0.680